(1)
Molecular formula: C2H3ClO2S
Method: DFT, ωB97M-V/def2-TZVPD

Output
LUMO level	0.488	eV
calculated total energy	-1086.8144	Ha
energy above the lowest of the compared OMol25 structures with the same formula, charge and spin	0.989	eV
HOMO-LUMO gap	9.4	eV
net charge	0
multiplicity	1
largest force on an atom	0.11768	hartree/bohr
M	126.56	g mol⁻¹

Bonds (Å) are listed after each position.
Atoms and positions in Å:
1 C 3.25549 -1.19015 0.40545  O4 1.125
2 C -0.71109 -0.13173 -0.36724  S5 1.785, Cl6 1.793, H7 1.124, H8 0.973
3 O 1.15783 0.71888 1.16861  S5 1.632, H9 0.938
4 O 3.45430 -0.99975 -0.68570  C1 1.125
5 S -0.24429 1.30889 0.57828  C2 1.785, O3 1.632
6 Cl -1.48929 -1.31955 0.72688  C2 1.793
7 H -1.50259 0.03070 -1.14898  C2 1.124
8 H 0.08284 -0.59937 -0.68126  C2 0.973
9 H 1.26024 0.93453 2.07563  O3 0.938

***

(2)
Molecular formula: C2H3ClO2S
Method: DFT, ωB97M-V/def2-TZVPD

Output
LUMO level	0.312	eV
calculated total energy	-1086.7472	Ha
energy above the lowest of the compared OMol25 structures with the same formula, charge and spin	2.815	eV
HOMO-LUMO gap	10.3	eV
net charge	0
multiplicity	1
largest force on an atom	0.09770	hartree/bohr
SMILES	O=S1(=O)C[C@@H]1Cl
M	126.56	g mol⁻¹

Bonds (Å) are listed after each position.
Atoms and positions in Å:
1 C 0.59192 0.12864 0.07716  C2 1.676, S5 1.817, H7 1.061, H8 1.114
2 C -1.05098 0.43825 -0.04533  C1 1.676, S5 1.913, Cl6 1.652, H9 1.055
3 O -0.27009 0.46419 2.73812  S5 1.471
4 O 0.24920 2.56001 1.37359  S5 1.466
5 S -0.06670 1.13011 1.44206  C1 1.817, C2 1.913, O3 1.471, O4 1.466
6 Cl -1.53295 1.66977 -1.03574  C2 1.652
7 H 0.57717 -0.92395 -0.05618  C1 1.061
8 H 1.34540 0.52031 -0.64403  C1 1.114
9 H -1.61480 -0.45254 -0.01486  C2 1.055

***

(3)
Molecular formula: C2H3ClO2S
Method: DFT, ωB97M-V/def2-TZVPD

Output
LUMO level	0.336	eV
calculated total energy	-1086.7339	Ha
energy above the lowest of the compared OMol25 structures with the same formula, charge and spin	3.177	eV
HOMO-LUMO gap	10.5	eV
net charge	0
multiplicity	1
largest force on an atom	0.15672	hartree/bohr
SMILES	O=S1(=O)C[C@@H]1Cl
M	126.56	g mol⁻¹

Bonds (Å) are listed after each position.
Atoms and positions in Å:
1 C 0.19742 0.69689 -0.59538  C2 1.496, S5 1.764, H7 1.138, H8 1.135
2 C 0.16576 -0.79030 -0.43895  C1 1.496, S5 1.794, Cl6 1.716, H9 1.161
3 O 0.81223 0.15305 2.19420  S5 1.657
4 O -1.71081 0.23806 1.29203  S5 1.409
5 S -0.33482 0.16039 0.99819  C1 1.764, C2 1.794, O3 1.657, O4 1.409
6 Cl -1.02854 -1.56580 -1.39646  C2 1.716
7 H 1.28249 1.03938 -0.61913  C1 1.138
8 H -0.61820 1.29967 -1.10553  C1 1.135
9 H 1.23447 -1.23134 -0.32897  C2 1.161

***

(4)
Molecular formula: C2H3ClO3P
Method: DFT, ωB97M-V/def2-TZVPD

Output
LUMO level (alpha / beta)	3.705 / 3.705	eV
calculated total energy	-1105.2672	Ha
energy above the lowest of the compared OMol25 structures with the same formula, charge and spin	4.585	eV
HOMO-LUMO gap (alpha / beta)	6.7 / 6.7	eV
net charge	-1
multiplicity	1
largest force on an atom	0.06874	hartree/bohr
M	141.47	g mol⁻¹

Bonds (Å) are listed after each position.
Atoms and positions in Å:
1 C 0.44477 0.81502 -1.01308  O4 1.163, P6 1.867
2 C 0.99929 -1.20383 0.28668  Cl7 1.810, H8 1.145, H9 1.079
3 O -2.00561 2.10072 -1.06833  P6 1.470
4 O 1.47483 1.31864 -1.20969  C1 1.163
5 O -1.74448 0.03375 0.15100  P6 1.619, H10 1.037
6 P -1.06201 1.47524 -0.12994  C1 1.867, O3 1.470, O5 1.619
7 Cl 1.13922 -0.40833 1.90681  C2 1.810
8 H 0.03898 -1.82720 0.25087  C2 1.145
9 H 1.95972 -1.65035 0.08028  C2 1.079
10 H -1.24472 -0.65366 0.74539  O5 1.037

***

multiplicity of number 4 (C2H3ClO3P)?
1